Computed, not measured: a structure of composition C18H55CoO10, with wB97M-V/def2-TZVPD.

```
84
Properties=species:S:1:pos:R:3:mulliken_spin:R:1
Co -0.8222 0.6319 -1.5158 2.78
O -0.1012 -0.3483 -0.0097 0.14
H 0.4014 -1.1605 -0.0342 -0.01
C -0.1199 -5.2856 -0.1329 0.00
C -0.5080 -3.9159 -0.6437 0.00
O -1.0104 -3.9930 -1.9922 0.00
H -0.9334 -6.0113 -0.1721 0.00
H 0.2225 -5.2470 0.9044 0.00
H 0.7099 -5.7095 -0.7017 0.00
H 0.3891 -3.2948 -0.6461 0.00
H -1.2694 -3.4673 -0.0040 0.00
H -1.9522 -4.1859 -1.9949 0.00
C -4.4702 -1.1858 -2.0894 0.00
C -3.3706 -1.2063 -1.0343 0.00
O -2.7539 0.0887 -0.8925 0.04
H -5.3383 -1.7875 -1.8237 0.00
H -4.1075 -1.4576 -3.0818 0.00
H -4.8712 -0.1757 -2.2200 0.00
H -2.6287 -1.9645 -1.2586 0.00
H -3.7856 -1.4852 -0.0643 0.00
H -3.3935 0.6463 -0.4354 0.00
C 1.0212 -2.1745 -4.3630 0.00
C -0.0797 -1.1706 -4.1427 0.00
O -0.4639 -1.1417 -2.7373 0.00
H 1.2827 -2.2074 -5.4270 0.00
H 0.7099 -3.1710 -4.0456 0.00
H 1.9914 -1.9791 -3.9006 0.00
H -0.9321 -1.4413 -4.7768 0.00
H 0.1398 -0.1506 -4.4674 0.00
H -0.5974 -2.0839 -2.5107 0.00
C 2.9238 -1.7212 -0.9536 0.00
C 4.3749 -1.5424 -1.3368 0.00
O 4.3987 -1.7250 -2.7767 0.00
H 2.5606 -2.6981 -1.2687 0.00
H 2.3129 -0.9456 -1.4180 0.00
H 2.7523 -1.6131 0.1226 0.00
H 5.0097 -2.3092 -0.8917 0.00
H 4.7689 -0.5465 -1.1292 0.00
H 5.2474 -2.0886 -3.0455 0.00
C -2.7306 -0.6193 3.9707 0.00
C -2.5677 -0.4963 2.4529 0.00
O -1.7067 -1.5202 1.9929 0.00
H -3.0272 -1.6366 4.2178 0.00
H -3.4783 0.1057 4.2897 0.00
H -1.7763 -0.4174 4.4533 0.00
H -2.1390 0.4885 2.2311 0.00
H -3.5378 -0.5649 1.9498 0.00
H -1.1067 -1.1800 1.2954 0.00
C 2.3323 -0.2424 4.2884 0.00
C 1.4177 -0.6433 3.1423 0.00
O 1.5885 0.2733 2.0629 0.00
H 3.3781 -0.1966 3.9800 0.00
H 2.2341 -0.9174 5.1360 0.00
H 2.0627 0.7710 4.5936 0.00
H 0.3944 -0.6247 3.5259 0.00
H 1.6596 -1.6531 2.7870 0.00
H 0.8932 0.0990 1.3749 0.01
C -2.4673 4.3849 0.0005 0.00
C -1.2775 3.8089 -0.7890 0.00
O -1.1220 2.4202 -0.4189 0.01
H -2.7786 5.3455 -0.4056 0.00
H -2.1641 4.4681 1.0428 0.00
H -3.2930 3.6821 -0.0979 0.00
H -0.3603 4.3539 -0.5837 0.00
H -1.5072 3.8379 -1.8529 0.00
H -0.9220 2.4088 0.5435 0.00
C 2.4803 3.3106 -1.3717 0.00
C 2.1555 1.8442 -1.0857 -0.01
O 1.2014 1.3337 -2.0426 0.03
H 2.8441 3.4776 -2.3839 0.00
H 3.2536 3.6513 -0.6809 0.00
H 1.5834 3.8895 -1.1707 0.00
H 1.7364 1.7871 -0.0864 0.00
H 3.0596 1.2419 -1.1635 0.00
H 1.6710 0.9447 -2.7877 0.00
C 0.5521 4.7832 2.9211 0.00
C 0.4994 3.2997 3.2522 0.00
O -0.0395 2.5983 2.1345 0.00
H 1.2041 4.9335 2.0546 0.00
H 0.8118 5.3838 3.7893 0.00
H -0.3923 5.1868 2.5400 0.00
H -0.1897 3.1668 4.0953 0.00
H 1.4583 2.9337 3.6159 0.00
H 0.4044 1.7228 2.0981 0.00
```

Its HOMO-LUMO gap (alpha / beta) is 9.6553 / 9.1182 eV. For the energy above the lowest of the compared OMol25 structures with the same formula, charge and spin, the calculation gives 15.01 kcal/mol. The total charge is +1. Its LUMO energy (alpha / beta) is -2.527 / -3.063 eV. Its spin multiplicity is 4.

Computed, not measured: a cluster of 10 separate species, C18H55O10 in total, with wB97M-V/def2-TZVPD.

```
83
Properties=species:S:1:pos:R:3:lowdin_charge:R:1
C -1.2191 -0.2920 0.5008 -0.13
C -1.3168 0.8677 1.5070 -0.70
C -0.0502 1.6906 1.6257 -0.12
O -2.4996 1.6075 1.2743 -0.40
H -2.0876 -0.9505 0.5098 0.05
H -0.3915 -0.9355 0.7996 0.04
H -1.0426 -0.0108 -0.5374 0.05
H -1.4258 0.3308 2.4493 0.08
H -0.2263 2.4435 2.3940 0.05
H 0.4120 2.0950 0.7251 0.05
H 0.7634 1.1124 2.0636 0.04
C 5.9032 0.6892 4.6034 -0.05
C 6.8281 1.9211 4.3592 -0.55
C 6.2089 2.9561 3.4830 -0.06
O 7.0420 2.5350 5.5749 -0.05
H 6.4148 -0.0973 5.1582 0.07
H 5.6892 0.2519 3.6282 0.07
H 4.9927 0.9991 5.1161 0.08
H 7.7890 1.5554 3.9974 0.13
H 6.9694 3.7270 3.3585 0.08
H 5.3294 3.3159 4.0170 0.09
H 5.9695 2.5872 2.4856 0.08
H 7.4791 1.9336 6.1823 0.09
C 4.0729 1.3253 -2.9326 -0.07
C 5.2384 1.1446 -3.8380 -0.51
C 6.3694 2.1038 -3.4277 -0.07
O 5.8170 -0.1239 -3.6896 -0.06
H 3.1633 0.7659 -3.1511 0.08
H 3.7468 2.3640 -2.9867 0.08
H 4.3499 1.0666 -1.9106 0.09
H 4.9897 1.3894 -4.8706 0.14
H 5.9634 3.1108 -3.5229 0.08
H 7.2416 2.0588 -4.0799 0.07
H 6.7882 1.9346 -2.4357 0.08
H 6.1740 -0.1602 -2.7992 0.08
C -5.8926 -6.5986 -4.4123 -0.05
C -6.9381 -5.5692 -3.8218 -0.48
C -8.1389 -6.2623 -3.1938 -0.07
O -6.2640 -4.8605 -2.8432 -0.05
H -6.3751 -7.3446 -5.0438 0.06
H -5.1735 -7.0898 -3.7568 0.08
H -5.3110 -6.0596 -5.1602 0.06
H -7.2432 -4.8715 -4.6017 0.13
H -8.5131 -5.8093 -2.2758 0.08
H -7.8708 -7.2455 -2.8071 0.07
H -8.9569 -6.3613 -3.9074 0.07
H -6.0235 -5.4667 -2.1387 0.09
C -0.9635 1.6291 7.8343 -0.17
O -1.7759 2.6699 8.3403 -0.13
H -1.5776 0.8229 7.4330 0.08
H -0.3404 2.0156 7.0278 0.08
H -0.2687 1.2977 8.6060 0.07
H -1.2380 3.4149 8.6182 0.07
C -0.2388 7.8798 4.1066 -0.19
O -0.9646 7.2811 5.1377 -0.11
H 0.7603 7.4469 4.0562 0.07
H -0.7695 7.6831 3.1750 0.08
H -0.0149 8.9374 4.2458 0.07
H -0.8136 7.6935 5.9914 0.07
C 2.3838 -4.2293 -2.5088 -0.19
O 3.0920 -4.2518 -3.7115 -0.11
H 1.3392 -4.4784 -2.6957 0.08
H 2.6846 -4.9160 -1.7176 0.06
H 2.5664 -3.2896 -1.9876 0.08
H 3.6987 -3.5084 -3.6820 0.07
C -3.4094 6.8273 -2.0079 -0.21
O -3.1359 5.4844 -2.1125 -0.11
H -2.5525 7.1771 -1.4322 0.07
H -3.4518 7.4228 -2.9199 0.08
H -4.2934 6.9919 -1.3917 0.07
H -3.0320 5.1381 -1.2232 0.09
C -2.7593 -1.3534 -6.3004 -0.13
O -2.8677 0.0168 -5.7621 -0.13
H -1.8743 -1.8679 -5.9259 0.07
H -3.6086 -1.9682 -6.0024 0.07
H -2.6755 -1.3242 -7.3868 0.06
H -2.2235 0.5783 -6.1995 0.06
C -3.0455 -6.9093 1.3711 -0.18
O -4.4205 -6.8924 1.1123 -0.13
H -2.6416 -7.8507 0.9985 0.08
H -2.5649 -6.0315 0.9392 0.08
H -2.8831 -6.8240 2.4456 0.08
H -4.8651 -6.4872 1.8604 0.07
```

Its HOMO-LUMO gap is 4.1148 eV. The total charge is -1. Its LUMO energy is 2.045 eV. Its spin multiplicity is 1.

Computed, not measured: a cluster of 8 separate species, C18H56BNO6 in total, with wB97M-V/def2-TZVPD.

```
82
Properties=species:S:1:pos:R:3:lowdin_charge:R:1
N 0.0895 0.2442 0.0323 0.26
H 0.4689 -0.6358 -0.3392 0.08
H -0.5454 0.6633 -0.6609 0.08
H 0.8532 0.9160 0.1744 0.09
H -0.3228 0.0667 0.9823 0.01
B -0.6128 0.2639 2.9991 -0.36
H -1.4899 -0.0605 3.7571 -0.01
H -0.4312 -0.7159 2.2961 -0.02
H -0.9383 1.2094 2.3139 -0.01
H 0.3994 0.4863 3.6186 -0.01
C -2.6744 -2.0870 -1.1357 -0.04
C -2.7484 -3.4039 -1.8818 -0.45
C -3.5859 -3.3158 -3.1332 -0.05
O -1.3831 -3.7606 -2.2264 -0.08
H -2.0729 -2.2176 -0.2338 0.09
H -3.6708 -1.7541 -0.8476 0.10
H -2.2144 -1.2938 -1.7289 0.06
H -3.0859 -4.1497 -1.1562 0.14
H -4.6300 -3.1102 -2.8952 0.09
H -3.4887 -4.1973 -3.7664 0.08
H -3.2525 -2.4400 -3.6985 0.08
H -1.4282 -4.5327 -2.7974 0.10
C -1.7899 2.7354 -3.7733 -0.05
C -1.6486 1.3574 -3.1428 -0.47
C -0.3224 0.6909 -3.4352 -0.04
O -1.7921 1.4392 -1.7114 -0.08
H -2.8338 3.0526 -3.6741 0.08
H -1.5563 2.6930 -4.8344 0.09
H -1.2029 3.4871 -3.2416 0.09
H -2.4751 0.7395 -3.5126 0.13
H -0.2590 -0.2564 -2.8932 0.06
H 0.4884 1.3599 -3.1400 0.08
H -0.2162 0.4181 -4.4856 0.09
H -2.2021 2.2841 -1.5028 0.10
C 3.8062 -2.3588 1.9118 -0.07
C 2.4335 -1.8452 2.2761 -0.52
C 1.9466 -2.4921 3.5680 -0.05
O 2.5182 -0.4326 2.4042 -0.08
H 4.5502 -2.0612 2.6546 0.09
H 4.1561 -1.9864 0.9473 0.06
H 3.8016 -3.4511 1.9071 0.07
H 1.7066 -2.1100 1.4926 0.12
H 2.0552 -3.5795 3.5203 0.08
H 0.8955 -2.2884 3.7741 0.07
H 2.5362 -2.1360 4.4162 0.09
H 1.6534 -0.1245 2.7405 0.00
C 2.9836 -1.7750 -1.8989 -0.04
C 1.8510 -2.7626 -1.8804 -0.47
C 2.1944 -4.0498 -1.1568 -0.04
O 0.6863 -2.1496 -1.3048 -0.11
H 2.7941 -0.9362 -2.5739 0.07
H 3.9133 -2.2409 -2.2249 0.09
H 3.1461 -1.3490 -0.9051 0.07
H 1.5731 -3.0596 -2.9003 0.14
H 1.3264 -4.7136 -1.1201 0.08
H 2.5648 -3.9086 -0.1407 0.06
H 2.9514 -4.6139 -1.7104 0.09
H -0.0587 -2.7078 -1.5792 0.04
C -2.8286 3.8177 3.6618 -0.07
C -3.4011 2.4938 4.1601 -0.51
C -4.7955 2.6564 4.7310 -0.07
O -3.5068 1.5875 3.0688 -0.10
H -3.3680 4.1713 2.7850 0.08
H -1.7651 3.6780 3.4610 0.07
H -2.8870 4.5878 4.4398 0.07
H -2.7200 2.0898 4.9180 0.14
H -5.4263 3.2169 4.0384 0.08
H -4.7595 3.2163 5.6722 0.08
H -5.2656 1.7051 4.9764 0.08
H -2.6224 1.2098 2.9227 -0.02
C 2.9627 4.2665 -0.1628 -0.05
C 2.6646 3.0597 -1.0322 -0.50
C 3.7664 2.7397 -2.0395 -0.05
O 2.3781 1.8988 -0.2624 -0.08
H 3.8390 4.0771 0.4633 0.09
H 2.1122 4.4409 0.4985 0.08
H 3.1172 5.1682 -0.7525 0.08
H 1.7569 3.2778 -1.6052 0.13
H 3.4049 2.0140 -2.7643 0.07
H 4.5860 2.2878 -1.4668 0.09
H 4.1941 3.6165 -2.5224 0.08
H 3.1527 1.6794 0.2683 0.10
```

Its HOMO-LUMO gap is 9.0619 eV. Its LUMO energy is 0.301 eV. Its spin multiplicity is 1.

Computed, not measured: a cluster of 11 separate species, C18H56N2O11 in total, with wB97M-V/def2-TZVPD.

```
87
Properties=species:S:1:pos:R:3:lowdin_charge:R:1
O -0.9060 0.7785 5.2714 -0.04
H -0.4231 0.7237 6.1087 0.07
H -1.7978 1.0519 5.5248 0.08
O -2.9805 -0.4848 2.3108 -0.07
H -2.7299 -1.3712 1.9661 0.02
H -3.5986 -0.6622 3.0285 0.06
O 1.0463 -1.5867 5.1150 -0.06
H 0.3813 -1.0035 5.4977 -0.01
H 1.7106 -0.9783 4.7302 -0.01
O -0.0681 3.8104 5.3190 -0.06
H -0.2118 2.8915 5.0597 -0.01
H -0.7402 4.3096 4.8406 0.04
O 3.0262 0.0161 3.8105 -0.04
H 3.1740 0.8087 4.3434 0.06
H 3.2825 0.2711 2.9158 0.05
O -2.4955 2.2053 1.4371 -0.07
H -2.6558 1.3406 1.8599 -0.01
H -1.5397 2.3242 1.4726 -0.01
O 0.9729 -2.1515 1.3484 -0.07
H 0.7878 -1.2765 1.7793 0.02
H 1.9057 -2.3257 1.5082 0.07
O -1.7832 -2.7746 1.3125 -0.07
H -0.8375 -2.5390 1.2654 0.01
H -1.9419 -3.2716 0.4891 0.03
O -0.0074 0.0932 2.5604 -0.05
H 0.1429 0.5581 3.3923 0.02
H -0.9657 -0.0893 2.5553 0.03
C 1.8195 1.7744 -2.1188 -0.02
C 1.1251 3.0129 -1.5394 -0.51
C 0.4641 2.7622 -0.1672 -0.14
C 1.4830 2.6759 0.9926 -0.18
C 2.3460 3.9345 1.0096 -0.14
C 3.0225 4.2399 -0.3272 -0.51
N 1.9778 4.1721 -1.3502 -0.10
O 2.4919 4.6435 -2.5907 -0.03
C 3.4790 5.7019 -0.2302 -0.04
C 4.2117 3.3112 -0.5859 -0.02
C -0.0511 3.3830 -2.4770 -0.02
H 2.5682 1.3377 -1.4602 0.07
H 2.3240 2.1084 -3.0304 0.09
H 1.1183 0.9990 -2.4237 0.06
H -0.2396 3.5703 0.0312 0.12
H -0.0591 1.8017 -0.1741 0.11
H 2.0680 1.7589 0.8895 0.10
H 0.8494 2.6038 1.8790 0.09
H 3.1208 3.7839 1.7709 0.12
H 1.7091 4.7435 1.3686 0.12
H 2.6672 6.3934 0.0016 0.08
H 4.2510 5.8823 0.5191 0.08
H 3.8721 6.0378 -1.1931 0.08
H 5.0536 3.7053 -0.0108 0.08
H 4.0509 2.2789 -0.2705 0.06
H 4.5089 3.2463 -1.6321 0.09
H -0.6495 4.1712 -2.0257 0.09
H -0.6499 2.4987 -2.6842 0.08
H 0.3701 3.7253 -3.4252 0.08
H 1.9066 5.3638 -2.8474 0.11
C -0.9461 -5.7968 -0.7830 -0.03
C -1.4833 -4.8067 -1.8097 -0.52
C -3.0199 -4.8333 -1.7582 -0.14
C -3.7312 -3.6764 -2.4384 -0.17
C -3.1599 -2.3182 -1.9431 -0.13
C -1.6454 -2.2779 -2.1396 -0.51
N -1.0773 -3.4511 -1.4601 -0.12
O 0.3241 -3.2956 -1.3229 -0.01
C -1.2956 -2.1430 -3.6046 -0.04
C -1.1717 -0.9685 -1.4561 -0.02
C -0.9908 -5.2310 -3.2345 -0.02
H 0.1395 -5.8140 -0.6980 0.09
H -1.1766 -6.7923 -1.1696 0.08
H -1.4390 -5.5984 0.1686 0.08
H -3.2897 -5.7723 -2.2562 0.13
H -3.3542 -4.9114 -0.7204 0.12
H -4.7850 -3.8174 -2.1843 0.11
H -3.6863 -3.6622 -3.5297 0.10
H -3.4612 -2.2082 -0.8988 0.12
H -3.7190 -1.6226 -2.5721 0.12
H -0.1985 -2.1092 -3.6202 0.09
H -1.6100 -2.9008 -4.3184 0.07
H -1.6523 -1.1971 -4.0191 0.09
H -1.9020 -0.2047 -1.7225 0.09
H -1.2291 -1.0209 -0.3673 0.07
H -0.1398 -0.7340 -1.7062 0.07
H -0.0661 -4.7144 -3.4789 0.08
H -1.7710 -5.0190 -3.9684 0.07
H -0.8429 -6.3089 -3.3295 0.08
H 0.4230 -3.0831 -0.3798 0.06
```

Its HOMO-LUMO gap is 8.1528 eV. For the energy above the lowest of the compared OMol25 structures with the same formula, charge and spin, the calculation gives 0.00 kcal/mol. Its LUMO energy is -0.239 eV. Its spin multiplicity is 1.

Computed, not measured: a cluster of 10 separate species, C18H56O10 in total, with wB97M-V/def2-TZVPD.

```
84
Properties=species:S:1:pos:R:3:lowdin_charge:R:1
O -2.9093 0.8052 -4.0190 -0.04
H -2.7777 1.6480 -4.4535 0.03
H -3.2372 0.2283 -4.7088 0.03
O -0.2530 3.8466 -2.0826 -0.04
H 0.4230 4.5218 -2.0263 0.03
H -0.5239 3.8542 -3.0006 0.03
O -0.2558 0.2973 -1.5775 -0.05
H -1.1588 0.3709 -1.8863 0.01
H 0.0655 1.1987 -1.5581 0.01
O -5.4306 0.4610 -1.2996 -0.05
H -4.9727 0.2884 -2.1222 0.01
H -5.5582 -0.4039 -0.9098 0.03
C -4.0505 -0.6796 5.4273 -0.04
C -3.5292 0.3764 4.4001 -0.51
C -3.2225 -0.3373 3.1326 -0.08
O -4.4909 1.3963 4.2197 -0.05
H -4.8113 -1.2686 4.9150 0.08
H -4.5293 -0.1809 6.2700 0.07
H -3.2421 -1.3176 5.7844 0.08
H -2.6869 0.9293 4.8159 0.13
H -2.5872 -1.2229 3.1443 0.08
H -2.7594 0.3222 2.3986 0.07
H -4.1648 -0.5641 2.6339 0.09
H -4.1754 1.9283 3.4855 0.08
C 0.2342 4.6063 2.6378 -0.07
C -0.2426 5.9296 3.2147 -0.53
C -1.1945 5.6358 4.3229 -0.06
O 0.9196 6.5203 3.7084 -0.04
H 1.1118 4.7156 2.0006 0.07
H -0.4752 4.0390 2.0353 0.08
H 0.5471 3.8994 3.4062 0.08
H -0.7265 6.5506 2.4608 0.14
H -1.3778 6.5897 4.8175 0.08
H -0.8005 4.9209 5.0452 0.08
H -2.1417 5.2079 3.9945 0.08
H 1.5674 6.5183 2.9999 0.09
C 1.9672 -3.5425 1.4782 -0.07
C 3.2287 -2.8897 2.1542 -0.44
C 2.6744 -1.8955 3.2337 -0.05
O 4.0557 -3.9150 2.7532 -0.07
H 1.1845 -3.8365 2.1775 0.07
H 2.2599 -4.4015 0.8745 0.07
H 1.5793 -2.7978 0.7832 0.07
H 3.8207 -2.4555 1.3485 0.12
H 2.1247 -1.0534 2.8132 0.07
H 3.5689 -1.5232 3.7332 0.07
H 1.9153 -2.3750 3.8517 0.07
H 4.3373 -4.4457 2.0044 0.07
C -0.3517 -2.4695 -6.2131 -0.06
C 1.0261 -1.7714 -6.0004 -0.44
C 1.1219 -0.2798 -6.3330 -0.05
O 1.3571 -2.0076 -4.6042 -0.07
H -0.4183 -3.4576 -5.7577 0.07
H -0.6766 -2.4763 -7.2535 0.07
H -1.1922 -2.0039 -5.6986 0.06
H 1.7305 -2.3394 -6.6081 0.13
H 0.6852 0.3006 -5.5203 0.07
H 0.7471 -0.0211 -7.3233 0.08
H 2.1824 -0.0293 -6.3563 0.08
H 0.9753 -1.3207 -4.0529 0.07
C 5.0951 2.1297 -1.6550 -0.05
C 5.6322 2.9002 -0.4446 -0.54
C 6.6252 2.1544 0.4048 -0.06
O 6.0917 4.1582 -0.8339 -0.04
H 4.4895 2.7135 -2.3481 0.08
H 4.4361 1.3510 -1.2710 0.08
H 5.9602 1.7326 -2.1862 0.08
H 4.7830 3.1830 0.1775 0.13
H 7.1623 2.7426 1.1489 0.08
H 7.3653 1.8110 -0.3180 0.08
H 6.2531 1.3562 1.0472 0.08
H 6.9796 4.0805 -1.1903 0.09
C -2.8499 -4.1009 -1.8187 -0.07
C -3.4204 -5.1815 -0.9820 -0.52
C -2.5503 -5.3793 0.2431 -0.06
O -4.7872 -4.8991 -0.6424 -0.05
H -3.3891 -3.8338 -2.7275 0.08
H -1.8255 -4.3223 -2.1183 0.09
H -2.8140 -3.1880 -1.2242 0.08
H -3.4023 -6.1273 -1.5235 0.13
H -2.9722 -6.1196 0.9228 0.08
H -2.5498 -4.3897 0.6999 0.08
H -1.5425 -5.6859 -0.0372 0.08
H -5.2568 -5.7099 -0.4335 0.08
```

Its HOMO-LUMO gap is 9.8476 eV. For the energy above the lowest of the compared OMol25 structures with the same formula, charge and spin, the calculation gives 63.50 kcal/mol. Its LUMO energy is -0.179 eV. Its spin multiplicity is 1.